Computed, not measured: the molecule C18H21N3O3S in a non-equilibrium geometry, with ωB97M-V with the def2-TZVPD basis set.

Geometry as ORCA input:
```
! wB97M-V def2-TZVPD RIJCOSX def2/J DEFGRID3
* xyz 0 1
C -4.911 -1.327 -1.652
H -5.717 -1.210 -2.325
O -4.455 0.043 -1.295
C -3.297 -0.003 -0.677
C -3.281 -0.773 0.597
C -2.012 -0.445 1.467
O -1.071 -1.185 0.836
C 0.296 -0.955 0.920
C 0.715 -0.294 2.089
C 2.167 -0.365 2.434
N 2.962 -0.671 1.667
C 2.496 -1.388 0.440
C 1.276 -1.780 0.086
C 0.816 -2.215 -1.003
H 1.247 -3.301 -1.254
H -0.354 -2.456 -0.884
H 1.091 -1.872 -1.864
C 3.650 -2.016 -0.269
H 3.487 -2.662 -1.071
H 4.540 -2.184 0.344
S 4.277 -0.601 -1.593
O 5.322 0.128 -0.641
C 2.958 0.654 -1.124
N 1.745 0.629 -1.599
C 1.096 1.714 -1.342
C -0.128 2.000 -1.279
C -0.669 2.756 -0.403
C 0.161 3.636 0.579
C 1.350 3.029 0.903
C 1.941 2.055 -0.002
N 3.116 1.551 -0.224
H 3.901 1.492 0.271
H 2.081 3.516 1.593
H -0.312 4.098 1.245
H -1.726 3.235 -0.498
H -0.788 1.767 -2.012
H 2.550 0.171 3.155
H 0.092 0.203 3.122
H -2.000 -0.687 2.465
H -1.835 0.843 1.523
H -4.013 -0.234 1.525
H -3.614 -1.599 0.922
H -2.682 -0.483 -1.251
H -3.188 0.958 -0.547
H -5.265 -1.966 -0.990
H -4.017 -1.807 -2.388
*
```

Energy above the lowest of the compared OMol25 structures with the same formula, charge and spin ... 1955.6 kJ/mol
Highest occupied orbital energy ... -7.97 eV
LUMO level ... 0.161 eV
M ... 359.45 g/mol